# 1
{"formula": "C7H8", "method": "ωB97M-V/def2-TZVPD", "symbols": ["C", "C", "C", "C", "C", "C", "C", "H", "H", "H", "H", "H", "H", "H", "H"], "xyz": [[-2.08689, 0.75968, -0.17495], [-2.00224, -0.59804, -0.59874], [1.17448, -0.07842, -0.68597], [0.68075, -1.25333, 0.18235], [0.71165, 1.14746, 0.15108], [-0.71928, -0.70909, 0.56759], [-0.73409, 0.75563, 0.41416], [-2.78531, 1.47295, -0.31932], [2.21615, -0.14113, -0.76704], [0.75003, 0.00044, -1.72235], [0.74735, -2.19502, -0.51403], [1.15506, -1.38211, 1.16534], [1.11291, 1.15151, 1.09996], [0.83435, 2.07838, -0.34841], [-1.05493, -1.00889, 1.55032]], "energy_ha": -271.3253, "multiplicity": 1, "e_above_lowest_kcal_mol": 129.4, "gap_ev": 8.9}

# 2
{"formula": "C2H5NOS", "method": "ωB97M-V/def2-TZVPD", "symbols": ["C", "C", "N", "O", "S", "H", "H", "H", "H", "H"], "xyz": [[1.91698, 0.19873, 0.28023], [1.68772, 0.91429, 1.25760], [-1.25327, 0.39360, -0.96923], [-1.96259, -1.86489, 0.05294], [-0.84183, -0.88062, 0.27533], [2.09021, -0.50934, -0.41929], [-2.17487, 0.14682, -1.25764], [1.46103, 1.59258, 1.96372], [-1.20137, 1.22687, -0.54777], [0.27798, -1.21803, -0.63590]], "energy_ha": -607.2233, "multiplicity": 1, "e_above_lowest_kcal_mol": 115.1, "gap_ev": 10.1}

# 3
{"formula": "C4H8O3", "method": "ωB97M-V/def2-TZVPD", "symbols": ["C", "O", "C", "O", "C", "C", "O", "H", "H", "H", "H", "H", "H", "H", "H"], "xyz": [[-0.61615, -0.81457, -2.48513], [-0.07973, -0.95759, -1.16431], [-0.34671, 0.04243, -0.32126], [-0.93620, 1.05259, -0.60762], [0.12469, -0.34181, 1.08955], [0.86915, 1.31701, 1.69183], [-0.84407, -0.67871, 1.92253], [-1.70232, -0.70694, -2.44609], [-0.34156, -1.72633, -3.01538], [-0.18773, 0.05976, -2.98095], [1.06082, -0.92526, 1.09331], [1.62832, 1.36523, 0.90924], [1.36912, 1.26141, 2.66472], [0.23425, 2.20399, 1.60158], [-0.15052, 0.50532, 2.02720]], "energy_ha": -382.7828, "multiplicity": 1, "e_above_lowest_kcal_mol": 114.2, "gap_ev": 10.3}

# 4
{"formula": "C18H37BeCaF6IInKN2O12PS3", "method": "ωB97M-V/def2-TZVPD", "symbols": ["C", "C", "I", "C", "In", "P", "S", "H", "H", "H", "H", "H", "H", "H", "H", "H", "H", "Be", "O", "H", "H", "C", "F", "F", "F", "S", "O", "O", "O", "Ca", "C", "C", "O", "N", "C", "H", "H", "H", "H", "H", "H", "H", "C", "C", "O", "C", "H", "H", "H", "H", "H", "H", "O", "S", "O", "O", "O", "K", "C", "C", "O", "C", "O", "C", "F", "F", "F", "H", "H", "H", "H", "H", "C", "C", "C", "C", "N", "H", "H", "H", "H", "H", "H", "H"], "xyz": [[-3.70087, -8.36942, -0.67045], [-3.21848, -8.04230, 0.78119], [-3.53189, -9.92949, 1.94719], [-1.70358, -7.77498, 0.85798], [-0.90827, -6.30442, -0.64465], [-0.89907, -3.89882, 0.16211], [0.76692, -3.06415, -0.62861], [-4.18347, -9.35535, -0.68711], [-2.86565, -8.42007, -1.37919], [-4.39859, -7.57609, -0.97258], [-3.82851, -7.26108, 1.29395], [-1.38355, -7.55498, 1.89530], [-1.22463, -8.74048, 0.61437], [0.79319, -6.72948, -0.99961], [-1.92075, -6.40171, -2.12987], [-0.79084, -3.71066, 1.56015], [-2.00573, -3.20412, -0.39419], [0.10795, -3.80875, -2.52317], [-3.90354, -4.36561, -1.14858], [-4.07643, -4.87573, -0.35004], [-4.77670, -4.06250, -1.42329], [-0.58503, 0.37734, 0.71881], [0.75377, 0.41825, 0.81336], [-0.90511, -0.92377, 0.55427], [-1.05576, 0.71674, 1.90454], [-1.22354, 1.43827, -0.65346], [-0.58640, 0.89031, -1.84833], [-0.78566, 2.77512, -0.31614], [-2.66172, 1.25862, -0.61690], [-4.19871, -7.75511, 3.76821], [-0.18622, 3.01028, 5.67047], [-0.20710, 3.33638, 4.19656], [0.18164, 2.55372, 3.35785], [-0.67474, 4.56125, 3.81479], [-1.15282, 5.63832, 4.65036], [0.21344, 2.00641, 5.80569], [0.45372, 3.71692, 6.20641], [-1.19739, 3.03916, 6.07988], [-0.66306, 4.69916, 2.81473], [-2.18207, 5.88730, 4.38471], [-0.51467, 6.50483, 4.45389], [-1.10947, 5.38343, 5.70472], [3.05705, 3.88069, 3.39413], [2.93840, 5.37494, 3.35228], [2.46522, 6.00304, 4.29366], [3.42156, 6.07322, 2.11412], [2.66909, 3.50800, 4.34144], [2.47426, 3.43620, 2.58363], [4.10591, 3.58833, 3.30427], [2.85608, 5.72525, 1.24877], [4.48531, 5.87765, 1.96776], [3.27346, 7.14821, 2.21935], [-0.33402, -0.96647, 3.50673], [0.92646, -0.97673, 4.26543], [1.93487, -0.15869, 3.57951], [1.40187, -2.37170, 4.34759], [0.69195, -0.43842, 5.61441], [3.79499, 6.68051, 5.91018], [2.07080, 1.29108, -3.00927], [3.06622, 1.88975, -3.98193], [3.06203, 3.32681, -3.89351], [3.78659, 3.85034, -2.91278], [4.42806, 3.23263, -2.11809], [3.72052, 5.37939, -2.97374], [2.47531, 5.82310, -3.17855], [4.48024, 5.85653, -3.97223], [4.15722, 5.94135, -1.84068], [1.08012, 1.71210, -3.16231], [2.01591, 0.20848, -3.13291], [2.35039, 1.50605, -1.97835], [2.78204, 1.64473, -5.00532], [4.07214, 1.49745, -3.82497], [-0.31830, -0.44472, -6.22105], [-1.76941, -0.88479, -6.39131], [-2.50862, -1.03201, -5.05479], [-1.85248, -2.04417, -4.22128], [-1.33644, -2.81737, -3.57470], [0.26468, -1.18290, -5.66540], [0.15675, -0.32347, -7.19411], [-0.25666, 0.50802, -5.69206], [-1.79376, -1.83292, -6.93364], [-2.29605, -0.15241, -7.00342], [-3.54320, -1.33505, -5.22222], [-2.51716, -0.08481, -4.50997]], "energy_ha": -5635.1340, "multiplicity": 1, "total_charge": 1, "gap_ev": 1.8}